(1)
{"formula": "C22H35AsInN8O3S2", "method": "wB97M-V/def2-TZVPD", "elements": ["In", "N", "C", "C", "N", "C", "C", "N", "H", "H", "H", "H", "H", "H", "H", "H", "H", "H", "H", "H", "H", "N", "C", "C", "C", "C", "C", "C", "S", "O", "O", "N", "C", "N", "C", "C", "C", "N", "H", "H", "H", "H", "H", "H", "H", "H", "H", "S", "C", "C", "C", "C", "C", "N", "H", "H", "H", "H", "C", "As", "C", "C", "O", "H", "H", "H", "H", "H", "H", "H", "H", "H"], "xyz": [[0.29, -0.58, -0.95], [-1.63, -0.14, -2.36], [-1.39, -0.22, -3.80], [-0.40, -1.34, -4.13], [0.82, -1.29, -3.31], [1.92, -0.46, -3.78], [1.69, 1.01, -3.43], [1.31, 1.15, -2.02], [-1.96, 0.79, -2.10], [-2.33, -0.81, -2.07], [-2.30, -0.41, -4.37], [-1.01, 0.74, -4.13], [-0.88, -2.30, -3.93], [-0.16, -1.31, -5.20], [1.14, -2.24, -3.14], [2.82, -0.81, -3.28], [2.08, -0.56, -4.86], [2.60, 1.57, -3.66], [0.91, 1.43, -4.05], [2.10, 1.25, -1.38], [0.67, 1.92, -1.86], [-6.33, -1.47, 3.20], [-5.03, -1.11, 2.92], [-4.24, -1.90, 2.07], [-2.95, -1.53, 1.76], [-2.43, -0.35, 2.29], [-3.19, 0.44, 3.15], [-4.48, 0.06, 3.46], [-0.80, 0.11, 1.88], [-0.29, 1.01, 2.88], [-0.04, -1.10, 1.60], [-0.82, 0.79, 0.38], [-1.35, 2.04, 0.18], [-1.15, 2.58, -1.04], [-1.67, 3.79, -1.25], [-2.37, 4.48, -0.28], [-2.53, 3.83, 0.93], [-2.03, 2.63, 1.17], [-6.60, -2.42, 3.03], [-6.76, -1.05, 4.00], [-4.65, -2.82, 1.66], [-2.34, -2.15, 1.13], [-2.76, 1.34, 3.56], [-5.07, 0.66, 4.13], [-1.50, 4.22, -2.23], [-2.78, 5.46, -0.47], [-3.08, 4.29, 1.74], [-0.65, -3.00, -0.93], [1.03, -3.31, -0.63], [1.59, -4.57, -0.43], [2.95, -4.68, -0.21], [3.74, -3.53, -0.19], [3.14, -2.32, -0.39], [1.82, -2.21, -0.62], [0.95, -5.44, -0.44], [3.39, -5.65, -0.05], [4.81, -3.59, -0.02], [3.67, -1.38, -0.36], [2.09, 2.91, 2.05], [2.92, 1.22, 1.72], [4.80, 1.59, 1.54], [2.77, 0.06, 3.23], [2.37, 0.51, 0.32], [2.57, 3.41, 2.89], [1.03, 2.75, 2.27], [2.22, 3.52, 1.15], [5.19, 2.03, 2.46], [4.96, 2.26, 0.71], [5.32, 0.65, 1.35], [3.21, 0.55, 4.10], [3.33, -0.85, 3.00], [1.73, -0.18, 3.41]], "mulliken_charge": [1.62, -0.32, -0.65, -0.82, -0.11, -0.77, -0.77, -0.13, 0.17, 0.25, 0.50, 0.20, 0.41, 0.34, 0.32, 0.30, 0.43, 0.47, 0.26, 0.21, 0.15, -0.52, 1.06, -0.90, -0.36, -0.64, -0.36, -0.88, 1.85, -0.80, -0.85, -0.25, 0.64, -0.45, -0.32, -0.91, -0.23, -0.39, 0.22, 0.22, 0.33, 0.41, 0.49, 0.30, 0.45, 0.42, 0.44, -0.51, 0.82, -0.94, -0.18, -1.19, -0.33, -0.01, 0.47, 0.41, 0.44, 0.72, -0.97, 0.53, -1.19, -0.94, -0.32, 0.44, 0.18, 0.35, 0.43, 0.37, 0.36, 0.44, 0.35, 0.23], "relative_energy_kcal_mol": 0.0, "spin_multiplicity": 1, "fmax_ev_per_a": 0.18, "homo_energy_ha": -0.375, "homo_lumo_gap_ev": 8.342, "charge": 1}

=====

(2)
{"formula": "C22H35BBr2ClN4O4S2", "method": "wB97M-V/def2-TZVPD", "elements": ["C", "C", "Cl", "C", "C", "C", "C", "Br", "C", "C", "Br", "N", "C", "B", "O", "O", "N", "C", "C", "C", "S", "C", "S", "N", "C", "C", "N", "C", "H", "H", "H", "H", "H", "H", "H", "H", "H", "H", "H", "H", "H", "H", "H", "H", "H", "H", "H", "H", "H", "H", "H", "C", "C", "O", "C", "H", "H", "H", "H", "H", "H", "C", "C", "O", "C", "H", "H", "H", "H", "H", "H"], "xyz": [[2.93, -1.84, 2.20], [2.79, -1.48, 0.67], [3.60, -2.88, -0.23], [1.30, -1.44, 0.15], [0.75, -0.02, -0.21], [1.38, 1.13, -0.82], [2.85, 1.27, -1.32], [3.43, -0.27, -2.45], [3.07, 2.57, -2.23], [2.96, 3.92, -1.40], [1.87, 2.56, -3.82], [0.42, 2.16, -0.93], [-0.74, 1.61, -0.40], [-1.99, 2.63, -0.43], [-1.92, 3.76, 0.40], [-3.12, 2.49, -1.26], [-0.63, 0.32, 0.04], [-1.71, -0.50, 0.62], [-2.37, 0.12, 1.92], [-3.82, 0.74, 1.67], [-5.19, -0.45, 2.12], [-6.42, -0.01, 0.82], [-7.91, 0.59, 1.12], [-5.92, -0.21, -0.53], [-5.88, 0.64, -1.63], [-5.20, -0.18, -2.63], [-4.92, -1.44, -2.07], [-5.32, -1.46, -0.78], [4.03, -1.93, 2.41], [2.56, -1.02, 2.87], [2.47, -2.84, 2.42], [3.38, -0.55, 0.48], [1.18, -2.12, -0.73], [0.67, -1.87, 0.98], [3.55, 1.40, -0.45], [4.12, 2.49, -2.63], [3.89, 4.53, -1.54], [2.73, 3.72, -0.31], [2.12, 4.52, -1.85], [0.47, 3.10, -1.33], [-2.10, 4.58, -0.09], [-2.88, 1.77, -1.89], [-2.51, -0.64, -0.17], [-1.35, -1.54, 0.84], [-1.70, 0.85, 2.47], [-2.53, -0.74, 2.64], [-3.93, 1.72, 2.18], [-3.92, 0.86, 0.55], [-6.27, 1.68, -1.67], [-4.95, 0.09, -3.67], [-5.26, -2.23, 0.00], [-0.69, 0.01, -3.89], [-2.02, -0.17, -4.58], [-2.98, 0.52, -4.29], [-2.11, -1.24, -5.63], [-0.77, 0.81, -3.16], [-0.41, -0.91, -3.38], [0.07, 0.28, -4.62], [-1.89, -2.21, -5.19], [-1.41, -1.03, -6.44], [-3.12, -1.26, -6.04], [6.90, -2.39, 5.17], [5.42, -2.14, 5.31], [4.82, -1.44, 4.53], [4.72, -2.79, 6.48], [7.27, -1.86, 4.29], [7.43, -2.03, 6.05], [7.08, -3.46, 5.04], [5.15, -2.45, 7.41], [4.81, -3.88, 6.40], [3.66, -2.53, 6.46]], "mulliken_charge": [-1.34, 0.41, -0.17, -0.95, -0.54, 1.13, -0.79, 0.02, -0.38, -1.16, -0.05, 0.57, -0.71, 0.55, -0.51, -0.57, 0.37, -0.28, -1.07, 0.52, -0.10, 0.07, -0.14, 0.23, -0.21, -0.46, -0.60, -0.21, 0.39, 0.28, 0.36, 0.05, 0.40, 0.33, 0.54, 0.62, 0.35, 0.30, 0.33, 0.33, 0.34, 0.30, 0.14, 0.42, 0.31, 0.45, 0.44, -0.66, 0.40, 0.53, 0.43, -0.43, 0.70, -0.56, -1.32, -0.22, 0.29, 0.43, 0.34, 0.38, 0.36, -1.12, 0.85, -0.55, -1.12, 0.29, 0.35, 0.33, 0.35, 0.33, 0.29], "spin_multiplicity": 1, "fmax_ev_per_a": 4.92, "homo_energy_ha": -0.398, "homo_lumo_gap_ev": 7.706, "charge": 1}

=====

(3)
{"formula": "C22H35Cl2NO2W", "method": "wB97M-V/def2-TZVPD", "elements": ["C", "C", "C", "C", "C", "C", "C", "C", "C", "C", "W", "Cl", "Cl", "O", "H", "H", "H", "H", "H", "H", "H", "H", "H", "H", "H", "H", "H", "H", "H", "H", "O", "H", "C", "C", "C", "C", "C", "C", "C", "C", "N", "C", "C", "C", "C", "H", "H", "H", "H", "H", "H", "H", "H", "H", "H", "H", "H", "H", "H", "H", "H", "H", "H"], "xyz": [[0.33, -1.19, -1.97], [1.17, -0.03, -2.09], [0.35, 1.13, -2.06], [2.62, -0.02, -2.41], [-1.02, 0.70, -2.02], [-1.04, -0.73, -1.94], [-2.28, -1.55, -1.88], [0.76, -2.61, -2.00], [0.81, 2.52, -2.29], [-2.21, 1.58, -2.15], [0.04, -0.13, 0.06], [4.28, 1.63, 0.69], [2.29, -0.58, 0.54], [-1.46, 1.10, 0.42], [3.09, -0.98, -2.18], [3.14, 0.76, -1.84], [2.79, 0.18, -3.48], [1.78, 2.69, -1.80], [0.08, 3.24, -1.90], [0.94, 2.74, -3.36], [-2.03, 2.53, -1.63], [-3.09, 1.10, -1.71], [-2.45, 1.81, -3.20], [-3.06, -0.99, -1.35], [-2.09, -2.49, -1.36], [-2.66, -1.79, -2.88], [1.74, -2.73, -1.50], [0.88, -2.98, -3.03], [0.02, -3.25, -1.50], [-1.68, 1.36, 1.34], [-0.82, -1.84, 0.62], [-1.73, -1.79, 0.99], [-0.35, 3.02, 6.48], [-0.16, 2.83, 4.99], [-0.19, 3.93, 4.14], [0.04, 3.77, 2.78], [0.02, 4.99, 1.91], [0.30, 2.50, 2.27], [0.22, 1.33, 3.07], [0.03, 1.56, 4.46], [0.35, 0.10, 2.49], [0.67, -1.02, 3.40], [1.90, -0.71, 4.26], [-0.58, -1.38, 4.22], [1.04, -2.31, 2.67], [0.44, 3.64, 6.91], [-1.31, 3.51, 6.71], [-0.33, 2.05, 7.01], [-0.33, 4.93, 4.54], [-0.94, 5.52, 2.02], [0.81, 5.69, 2.20], [0.16, 4.74, 0.86], [0.64, 2.42, 1.23], [0.07, 0.73, 5.16], [1.85, 0.19, 4.87], [2.09, -1.55, 4.93], [2.76, -0.55, 3.61], [-1.29, -1.90, 3.57], [-0.32, -2.04, 5.06], [-1.15, -0.53, 4.62], [1.21, -3.10, 3.42], [1.94, -2.16, 2.07], [0.23, -2.62, 2.01]], "mulliken_charge": [0.92, 0.39, 0.81, -1.40, 0.63, 0.84, -1.64, -1.82, -1.79, -1.89, 1.43, -0.91, -0.46, -0.71, 0.31, 0.30, 0.32, 0.40, 0.33, 0.32, 0.38, 0.33, 0.29, 0.40, 0.35, 0.25, 0.37, 0.28, 0.33, 0.16, -0.89, 0.11, -1.77, 0.32, -0.72, 1.32, -1.71, -0.34, 0.53, -0.84, 0.14, 1.61, -1.65, -1.77, -2.04, 0.30, 0.32, 0.35, 0.25, 0.36, 0.33, 0.22, 0.35, 0.22, 0.37, 0.47, 0.33, 0.35, 0.36, 0.37, 0.53, 0.44, 0.31], "relative_energy_kcal_mol": 0.0, "spin_multiplicity": 3, "fmax_ev_per_a": 2.32, "homo_energy_ha": [-0.005, -0.025], "homo_lumo_gap_ev": [4.792, 5.295], "charge": -2}